8
Properties=species:S:1:pos:R:3:forces:R:3:nbo_charge:R:1 method="wB97M-V/def2-TZVPD" charge=0 homo_ev=-9.595 de_lowest_ev=3.156 orbital_gap_ev=8.5
C -0.0226 -0.1524 0.1582 -0.0040 0.5560 0.1362 -0.168
C -1.4174 1.1118 0.3194 -0.1344 0.1083 -0.2256 -0.006
C -1.2939 -0.3466 0.7087 0.0023 -0.0543 0.1875 -0.011
C 0.6692 -0.9534 -0.9271 0.2895 0.3400 -0.0686 0.403
O 1.5211 -0.5367 -1.6682 -0.4443 0.0007 0.5390 -0.452
C -0.1158 1.1454 0.8065 0.1820 -0.7719 -0.1423 -0.166
H 0.3622 1.7314 1.6023 0.0888 -0.5305 -0.5857 0.255
H 0.2973 -1.9996 -0.9997 0.0201 0.3517 0.1595 0.144

7
Properties=species:S:1:pos:R:3:forces:R:3:nbo_charge:R:1 method="wB97M-V/def2-TZVPD" charge=+1 s2=0.760 multiplicity=2 homo_ev="-13.550 / -13.095" orbital_gap_ev="9.6 / 7.4"
Cs -2.7935 -3.7259 0.3414 0.1643 0.0845 0.0248 0.999
C 0.5535 1.7177 -1.1053 0.5993 -0.0880 0.9846 0.623
F 0.1021 0.2588 1.8222 1.1476 -1.2253 0.4848 -0.341
O 0.5412 2.5771 -1.8815 -0.2590 -0.2525 -0.1050 -0.333
C 0.6255 0.8782 -0.1277 1.3642 0.5889 -1.9477 -0.197
O 0.3598 -1.4176 0.3226 1.5827 0.1596 0.6883 -0.543
C 0.6114 -0.2883 0.6283 -4.5991 0.7327 -0.1297 0.792

115
Properties=species:S:1:pos:R:3:forces:R:3:mulliken_charge:R:1 method="wB97M-V/def2-TZVPD" charge=0 homo_ev=-7.853 de_lowest_ev=0.000 orbital_gap_ev=8.1
H 9.4314 22.9420 19.5620 0.1470 0.1658 -0.4452 0.422
H 12.5677 22.0332 23.5104 -0.3694 -0.0081 0.2332 0.409
O 10.9410 22.6615 10.9615 0.5111 0.5627 0.3871 -0.228
H 9.0279 19.6476 13.6705 0.2829 0.3441 0.3320 1.101
C 10.8995 20.4238 21.1315 0.1793 -0.4107 -0.0657 -0.116
H 16.7516 23.8038 17.8260 -0.0157 -0.1184 0.0097 0.243
H 6.8231 20.4173 15.7802 -0.1811 -0.0605 -0.1242 0.134
O 9.0897 27.0137 19.0025 -0.0204 0.2870 0.3679 -0.311
H 13.0407 18.9266 13.4343 0.1419 -0.3307 0.2550 0.414
H 7.3614 26.3082 21.5100 0.1480 0.1164 -0.3227 0.279
N 9.1165 16.1859 18.1229 -0.0903 0.8648 0.1289 0.351
C 7.5646 14.8346 18.9537 -0.4864 0.3847 0.1275 -0.661
C 12.5004 26.6259 17.5865 -0.0718 1.2993 -0.6137 -0.290
O 8.9071 23.1306 12.2207 -0.3502 0.1608 0.3720 -0.111
C 7.9550 23.9590 12.9205 -0.0801 -0.2836 1.5623 -0.675
C 9.5391 20.8915 16.6903 -0.5770 -0.5798 0.4107 -0.186
H 10.1442 20.0293 20.4762 -0.4010 0.2858 0.0988 0.702
H 9.0341 25.6796 21.4787 0.0607 0.0747 -0.1657 0.329
C 12.6207 19.8536 16.7324 0.2701 0.6287 0.1998 -0.219
H 13.1309 27.1923 14.8794 -0.0727 -0.1136 -0.0788 0.222
C 8.6994 14.8978 18.2020 1.3475 -0.5550 0.2207 -0.572
H 12.0669 20.6093 16.1798 -0.1881 -0.3336 -0.2311 -0.099
O 7.7921 25.0463 19.9146 -0.6097 -0.1108 -0.4974 -0.283
H 15.2679 16.3424 16.1268 -0.2820 0.3476 0.0349 0.271
H 8.2858 18.0573 18.7184 0.0241 0.0866 0.1232 0.539
O 5.8556 16.6573 14.4279 -0.4085 -0.3477 -0.1733 -0.425
H 8.0305 25.0148 12.6753 -0.1292 -0.0684 -0.4425 0.382
C 9.2042 19.7592 15.8830 0.2257 -0.0474 0.5805 -0.414
O 13.7842 26.0192 17.4053 -0.1745 -0.0314 0.6163 -0.279
H 12.1995 17.7932 12.3243 0.1668 -0.0942 0.2110 0.357
H 12.6697 19.4060 20.2841 0.0389 -0.2762 -0.0050 0.525
O 11.3569 17.2242 16.7771 -0.3886 -0.1315 0.6597 -0.701
H 10.0014 16.5146 17.7280 -0.4114 -0.1971 -0.0699 0.479
H 9.4071 14.1504 17.8721 -0.4091 -0.2439 -0.1392 0.444
H 11.1622 22.9980 19.1348 -0.0016 0.4992 -0.4270 0.364
H 16.9676 24.8463 16.3991 -0.1503 -0.2827 -0.0418 0.263
H 6.3008 16.5580 19.6535 0.1977 -0.2228 0.4606 0.381
H 8.1498 23.8836 14.0088 0.3396 0.0091 -0.4701 0.171
O 10.6717 24.9301 11.8748 -0.3778 -0.2304 0.2487 -0.474
C 6.1398 20.3546 14.9311 0.0380 0.8378 0.2056 -0.190
H 6.5513 17.3131 16.3061 -0.0783 0.2020 -0.3122 0.320
C 9.2470 20.1675 14.5886 0.9389 0.3190 -0.3457 -1.444
C 14.1474 27.0281 14.5268 0.3603 -0.0699 0.5592 -0.568
H 9.9570 21.8133 22.5774 0.0545 -0.0051 0.1882 0.530
P 8.8239 25.4696 18.7956 0.4613 -0.0927 0.2147 0.933
H 8.2159 28.6453 18.0770 0.0669 -0.3241 -0.0860 0.296
H 13.8865 20.4652 22.1718 0.3337 0.0197 0.0327 0.181
N 9.6646 21.4735 14.5843 -0.5165 0.0290 -0.2381 1.115
C 10.8406 21.2866 22.2544 -0.6822 0.6290 -0.0991 -0.958
C 7.9938 25.4559 21.2467 -0.2960 -0.1089 1.2918 -0.773
H 10.9570 20.6719 10.6834 -0.0388 -0.0248 -0.0783 0.061
H 14.7565 27.8809 14.8363 -0.0451 -0.0983 -0.0925 0.253
C 7.2545 16.1756 19.3123 -0.9607 0.2879 -0.4677 -0.632
H 16.1639 25.4745 17.8046 -0.4162 -0.2285 0.0586 0.329
H 13.9699 16.3008 17.3674 -0.0601 0.0041 0.0432 0.294
H 6.7027 20.6223 14.0362 -0.0428 -0.2526 -0.0471 0.024
H 14.1530 26.9458 13.4462 0.0252 -0.1346 -0.0742 0.275
H 11.2346 21.5758 9.2015 0.0882 0.3921 -0.0346 0.294
H 8.4908 18.7705 11.7851 -0.4973 -0.0564 -0.3348 0.242
H 13.4459 20.3934 17.1971 0.3128 -0.3748 -0.1326 0.343
P 5.9652 18.0437 13.7177 -0.3696 0.7788 0.4635 0.483
O 13.3299 16.4039 15.3708 0.3446 -0.0759 -0.0195 -0.370
H 11.9566 26.6393 16.6417 -0.2126 -0.3028 0.1426 0.129
H 10.6380 25.2470 13.9503 -0.1310 0.1016 -0.0745 0.317
H 12.0050 19.4216 17.5148 -0.1461 -0.0383 -0.0836 0.293
O 10.1821 24.8890 19.3140 1.1210 0.0260 0.1312 -0.168
H 11.8937 26.1787 18.3581 0.1627 -0.3518 0.1818 -0.010
C 8.2096 16.9857 18.7724 0.6022 -0.1364 -0.3504 -0.440
H 7.5639 17.1801 11.7813 -0.2390 0.3387 -0.2659 0.460
C 10.3631 23.5150 19.6616 -0.8215 -0.8660 1.0270 -0.871
C 8.1619 17.8915 12.3405 1.0382 -0.3392 0.6343 -0.874
H 12.2157 25.2810 13.1086 -0.0078 0.1106 0.2518 0.068
O 12.7432 24.3933 15.7322 -0.6861 -0.4686 -0.0168 0.148
H 9.0924 17.3727 12.6255 -0.3479 0.0916 0.1646 0.186
H 14.3410 14.8967 16.3192 -0.3373 0.1162 0.1408 0.257
H 10.5753 23.4192 20.7313 0.2455 0.4337 -0.1610 0.279
H 9.6759 22.0326 13.7533 0.0265 0.2459 -0.2208 -0.109
C 6.5574 16.4554 15.6324 0.7005 -0.6734 1.4513 -0.603
C 9.7647 21.9476 15.8627 0.4304 -0.0011 -0.2681 -1.484
H 7.0813 27.3324 18.4457 0.0118 -0.0696 0.0305 0.371
H 10.0584 22.9634 16.0568 -0.0243 0.1232 0.0739 0.820
H 6.9433 23.5573 12.8552 0.1101 0.1231 -0.7680 0.310
C 14.2610 15.9860 16.3687 0.6055 -0.5084 -0.1898 -0.716
O 15.0789 24.0303 16.6927 -0.0735 -0.1317 0.2349 -0.315
O 5.5625 19.0528 14.8748 0.3350 -0.1135 -0.1626 -0.383
H 6.1087 15.6435 16.2034 -0.2852 -0.0450 -0.3020 0.376
O 14.7352 25.8362 15.1030 0.1597 0.5781 -0.5089 -0.425
C 12.1045 21.4199 22.7570 0.3183 -0.3916 0.0801 -0.492
H 7.5939 16.1506 15.4717 -0.0017 0.1977 -0.3063 0.217
H 6.9768 13.9774 19.2178 0.0520 -0.2580 -0.0580 0.417
P 12.2663 17.5222 15.6837 0.1556 -0.3736 -1.1483 0.834
O 11.5615 17.6366 14.2809 0.0275 0.4648 -0.1800 -0.240
O 9.2281 24.2770 9.9314 -0.6018 0.2104 -0.8209 -0.727
H 7.7207 28.4174 19.7231 0.0620 -0.4092 0.1005 0.252
H 11.3992 19.2304 12.9445 -0.0446 -0.3056 0.3382 -0.044
H 11.4665 23.7567 13.4734 -0.1896 -0.1443 -0.1915 0.231
O 13.1348 18.8137 15.8631 0.1783 0.7037 0.6035 -0.426
P 9.8617 23.7943 11.1345 0.7453 0.5528 0.6361 0.742
C 11.2536 24.7842 13.1843 0.5318 -0.0496 -0.2245 -0.229
H 9.5484 20.8964 17.7674 0.0952 0.1147 0.0794 0.307
C 12.1937 20.0192 21.0243 0.3725 -0.3244 -0.1910 -0.785
O 8.4530 25.1036 17.4475 -0.6759 -0.4220 -0.7512 -0.573
O 5.2058 18.1534 12.4895 -0.3757 -0.2055 -0.7339 -0.757
H 7.6690 24.6503 21.9127 0.1097 -0.0640 -0.2475 0.278
C 7.9560 27.8713 18.8050 0.0261 0.8403 -0.1971 -0.839
H 8.9974 18.7610 16.2305 -0.1287 -0.0427 -0.0046 0.324
H 12.7049 27.6748 17.8071 -0.0681 -0.0803 0.3199 0.331
N 12.9063 20.5799 22.0348 0.1176 0.4310 -0.2753 0.030
C 16.2873 24.5650 17.2098 1.0533 0.4721 0.0131 -0.779
H 9.6060 21.5046 9.9075 -0.0188 -0.0439 -0.1733 0.334
C 10.6704 21.5695 10.1298 -0.4212 -1.3812 -0.1041 -0.561
P 13.9646 25.0141 16.2128 0.1843 0.0512 -0.7235 0.517
O 7.5135 18.3277 13.5499 0.1715 -0.5409 -0.4473 0.385
C 12.1026 18.4266 13.2078 -0.5154 0.3123 -0.5791 -0.526
H 5.3611 21.1084 15.0431 -0.2514 -0.2488 0.0717 0.386

64
Properties=species:S:1:pos:R:3:forces:R:3:nbo_charge:R:1 method="wB97M-V/def2-TZVPD" charge=-1 s2=0.750 multiplicity=2 homo_ev="0.345 / -7.204" de_lowest_ev=1.158 orbital_gap_ev="2.1 / 9.6"
C -2.6211 -4.1075 -2.8642 -1.4369 3.7798 5.1810 0.724
C -2.8551 0.3407 -1.4269 -1.9917 -3.5158 0.7830 0.674
H -3.3660 -0.3957 -7.0012 0.2560 -0.0268 0.5468 0.407
N 4.8901 1.4909 -0.0489 -2.4148 0.8603 1.1375 -0.834
H -1.7458 0.3799 -3.4487 0.7038 0.1151 0.2103 0.425
N -3.4937 2.1356 3.8752 -5.4763 1.3095 4.2006 -0.862
N -1.9901 1.2847 2.7578 2.7043 -1.2048 -1.8802 -0.873
O -2.1926 3.5375 2.6931 -0.2482 0.7312 -0.1728 -0.683
H 1.8458 -2.6359 2.0160 -0.3299 -0.6611 -0.1110 0.399
N 1.6124 1.6617 3.2984 -1.2307 -1.9512 0.3004 -0.889
O -3.8786 -0.4209 -4.4519 0.8259 -0.5445 0.5804 -0.698
O -1.8612 -0.2164 -1.9337 0.4291 -0.8484 0.0746 -0.811
C 2.5021 2.6464 3.5535 -2.1468 -0.2301 0.0148 0.764
H -1.3772 -2.9467 -4.0081 -0.3115 -0.2572 0.0004 0.361
O 1.3953 -0.3296 1.4226 2.4617 -1.2010 2.4998 -0.776
N 2.5216 3.1764 4.7868 -0.1693 -0.2875 1.3689 -0.847
H 1.8770 2.7727 5.4513 0.4397 0.5370 0.2301 0.386
C -2.7994 -0.1447 -4.9883 -4.7697 0.3781 -0.4581 0.710
H 2.1067 -4.2867 2.6940 -0.0710 0.3277 -0.8054 0.395
H 5.1883 0.5411 0.1212 -0.2860 0.4104 0.0139 0.393
N -2.2858 -5.0860 -3.5661 2.6604 -6.2275 -5.3749 -0.812
O 3.0929 3.1063 2.6325 2.7821 1.2304 -2.1967 -0.668
N 6.4353 1.7240 -1.5270 3.1446 -0.0801 -2.3234 -0.831
N 2.5611 -1.5706 3.8057 0.2499 5.6468 2.3742 -0.835
N -1.9231 -3.0133 -3.1610 1.5590 2.5918 -1.0344 -0.852
H 6.8456 0.8577 -1.2088 -0.0758 0.4772 -0.0276 0.383
H -1.3690 -4.9867 -3.9781 -0.3324 -0.4667 -0.3646 0.373
N -0.4936 -0.9492 0.4113 -2.5147 -3.1502 0.8076 -0.826
H 3.1170 3.9715 4.9697 -0.3999 -0.2869 0.0234 0.408
C 0.6059 -0.2825 0.5119 -0.9770 0.6725 -0.2829 0.709
H 4.0024 1.8562 0.2653 -0.0913 -0.6909 0.7771 0.423
O 3.5359 -3.5242 4.3633 1.1492 -1.0173 2.4806 -0.704
H 6.9138 2.2994 -2.2053 0.0441 -0.4775 0.0043 0.402
N -2.6796 -0.1308 -6.3092 1.2418 -0.5039 -2.8599 -0.842
C -2.5505 2.4449 3.0881 3.0536 0.1562 -2.2163 0.650
H -0.5944 -1.7713 0.9893 -0.3137 0.1821 -0.1518 0.391
H -0.9665 0.6341 -5.0203 0.0036 0.0547 0.6744 0.354
H 1.7119 1.0825 2.4770 0.4221 0.5234 -0.4364 0.428
H -2.2406 0.4815 3.3166 0.8129 -0.1903 -0.6953 0.350
H 1.5242 1.2022 -0.3839 -0.1648 -0.0065 0.0293 0.398
H -1.0761 -0.8047 -0.4010 -0.1373 -0.3917 -0.0744 0.424
H -4.1209 -1.2667 -1.3028 -0.2331 0.1312 -0.0780 0.423
N 0.7013 0.6171 -0.4091 2.0222 3.8477 -3.1511 -0.837
H -4.7506 0.3024 -0.7727 -0.3028 -0.5288 0.0430 0.346
H -4.1268 2.9021 4.0536 -0.3523 -0.5739 0.5567 0.395
N -1.7861 0.4679 -4.4540 2.4949 0.9111 1.8801 -0.870
H 2.0248 -1.1178 3.0794 0.0410 0.3285 0.2945 0.423
H 0.9065 1.2137 3.8649 0.3532 0.6635 0.8136 0.379
O 4.7631 3.2711 -1.6158 1.6191 -3.4302 2.3562 -0.706
H -1.9624 -2.1103 -2.7102 -0.5722 -0.2378 0.5790 0.434
C 5.3131 2.2279 -1.0751 -1.9747 2.9923 -1.8313 0.743
H -1.9657 1.9936 -1.4451 -0.3280 1.0253 0.3304 0.389
H -3.6438 1.1790 4.1622 -0.6022 0.6444 0.0009 0.368
H 3.0646 -1.0230 4.4888 -0.1184 0.0384 -0.3531 0.391
H -1.7342 0.1485 -6.5290 -0.6221 -0.2477 -1.4471 0.357
H -2.6940 -6.0080 -3.6243 -0.1599 0.5593 0.6541 0.404
N -3.9832 -0.3103 -1.0087 0.9739 -0.1357 -0.5778 -0.846
H 0.1194 0.7534 -1.2233 -0.2198 -0.5522 0.2834 0.401
H -3.6542 2.0571 -0.8032 0.3096 0.4747 0.1077 0.365
N -2.8227 1.5748 -1.1130 0.8202 3.3427 0.0470 -0.838
H -1.1260 1.4088 2.2499 0.1029 -0.8290 0.1200 0.401
O -3.3332 -4.1953 -1.8750 -1.4291 0.3855 0.4284 -0.695
N 2.1232 -3.2781 2.7446 -3.3116 -3.8385 -4.5941 -0.843
C 2.7619 -2.8324 3.7497 2.4349 -0.7372 0.6899 0.728

17
Properties=species:S:1:pos:R:3:forces:R:3:nbo_charge:R:1 method="wB97M-V/def2-TZVPD" charge=0 homo_ev=-7.567 de_lowest_ev=3.128 orbital_gap_ev=8.3
H -2.4923 -0.0325 -1.0112 0.1042 -0.0217 -0.3252 0.220
H -0.5308 2.5549 0.8886 0.4488 0.0983 0.2263 0.229
C 2.0600 -1.8454 0.2657 0.5950 -2.0182 2.3421 -0.671
C 0.7339 0.3448 -0.2005 1.1937 0.4821 0.8870 0.134
C -1.2464 1.8121 0.5687 -0.3950 0.6320 0.8001 -0.603
H -1.1076 -1.1976 -1.1265 -0.6747 0.9408 0.7707 0.220
C -0.6492 0.8432 -0.4237 1.0465 -0.4279 -1.5499 -0.314
H 1.2554 -2.3141 0.9022 0.4790 0.4266 -0.9048 0.230
C 1.7235 -0.4374 -0.0010 0.0616 -0.3261 0.0302 -0.137
C -1.5674 -0.3508 -0.5253 -0.8041 -1.8816 -0.1871 -0.592
H -1.9658 -0.7296 0.4578 0.9769 0.2264 -0.7111 0.211
H 2.2291 -2.4821 -0.5938 -0.3560 0.2294 -0.5847 0.241
H 2.9949 -2.1097 0.8910 -1.1687 1.3751 -0.8550 0.242
H -1.6005 1.2463 1.5043 0.2885 0.9639 -1.4746 0.214
H -2.0376 2.4429 0.0885 0.2218 -0.9852 0.5197 0.224
S 2.7299 1.0409 -0.1964 -1.4149 -0.0475 -0.1300 -0.084
H -0.5288 1.2141 -1.4886 -0.6027 0.3335 1.1465 0.236

52
Properties=species:S:1:pos:R:3:forces:R:3:nbo_charge:R:1 method="wB97M-V/def2-TZVPD" charge=0 homo_ev=-8.375 de_lowest_ev=0.141 orbital_gap_ev=8.9
O 3.1273 -1.2424 -1.7299 -0.0516 0.0159 -0.1439 -0.616
H -3.9770 2.4598 1.6462 -0.0583 0.0670 0.0760 0.237
H 3.0909 1.0813 -1.6978 0.0926 -0.0761 0.1104 0.423
C 3.5723 0.3127 0.0777 0.2062 0.1885 -0.1725 0.586
O 0.5612 0.9300 1.2622 -0.1914 -0.0061 0.2242 -0.938
S 0.0603 0.2198 0.1261 -0.3143 -0.4411 0.2623 2.360
H 1.0763 3.0528 -2.1029 0.0541 -0.1079 -0.2311 0.228
N 3.5224 1.3138 -0.8123 0.0413 -0.0156 -0.3123 -0.572
H -1.5463 1.8171 1.7053 -0.0028 0.0882 0.1225 0.254
H 4.0755 3.2793 -1.1803 -0.0361 -0.0383 0.1888 0.216
C -2.4481 0.1540 -1.0990 -0.2041 0.0653 -0.0313 0.062
C -4.3132 1.3325 -0.1432 0.1632 -0.0073 0.0899 0.435
H 4.0800 2.7647 0.5366 0.0322 0.0863 -0.1774 0.251
O -0.4853 -3.3854 -0.5994 0.1062 -0.1277 -0.0581 -0.524
H -1.8501 -4.5937 0.2220 0.1055 -0.0016 0.1227 0.203
C -1.6755 0.6396 -0.0483 0.6664 -0.0552 0.1714 -0.373
C 0.0166 3.8259 -0.3006 0.0488 0.1816 0.4888 -0.316
H -2.5316 -0.7527 -3.0270 -0.0268 -0.0173 -0.0469 0.222
H 0.2016 -2.2630 2.4142 -0.0261 0.0944 0.0303 0.192
C 0.5093 4.0072 0.9548 -0.7931 0.1692 -0.4079 0.089
N 2.7403 -1.8872 0.4210 0.0410 0.0386 0.2907 -0.602
C 2.1567 3.2330 -0.2143 -0.1585 -0.0789 -0.9228 0.272
H -2.4669 -2.3031 0.9130 -0.0501 0.0198 0.0135 0.212
H 1.7544 -3.6124 1.0084 0.0660 -0.0163 -0.0458 0.204
H -0.9256 -0.9058 2.2471 -0.0061 -0.1520 0.2064 0.233
H -4.4353 0.1710 -1.9245 -0.0614 -0.0290 -0.0878 0.233
C -3.5404 1.8196 0.8974 -0.1616 -0.0651 -0.1509 -0.305
C 0.5092 -2.4223 -0.3733 0.4738 0.2999 -0.5842 0.234
C -2.2058 1.4599 0.9311 -0.0622 0.0738 0.1017 -0.150
H -1.7630 -1.7454 -1.7862 0.0122 -0.0834 0.0002 0.247
C 1.0935 3.3207 -1.0668 0.6552 0.1203 0.3373 -0.314
H -0.9799 4.0245 -0.6404 -0.2221 0.0742 0.0060 0.226
N 0.0648 -1.3867 0.5190 -0.1400 0.7515 -0.3700 -0.738
C 1.8688 -2.9939 0.1190 -0.2656 -0.0005 -0.3368 -0.262
H -0.3368 -4.4912 1.1512 -0.0440 -0.0211 -0.0203 0.162
C -3.7916 0.5175 -1.1307 0.0271 0.0684 0.1016 -0.296
O 1.7980 3.6523 1.0129 0.4491 -0.0151 0.3811 -0.386
C 3.1322 -1.0186 -0.5372 0.2366 -0.3824 0.2055 0.604
H 0.0605 4.3762 1.8557 0.0326 0.0318 0.1762 0.200
H 0.6971 -1.9464 -1.3409 0.0311 -0.1708 0.1652 0.241
C 3.5442 2.7061 -0.4139 -0.0346 0.0716 0.3015 -0.275
H 2.7398 -1.5018 1.3575 0.0640 -0.0123 -0.1094 0.425
F -5.6161 1.6626 -0.1994 0.1318 -0.0256 0.0014 -0.317
O 0.7500 0.3521 -1.1222 -0.2910 -0.2498 -0.1830 -0.952
H -2.0630 -3.2280 2.3745 -0.0387 -0.0271 0.0380 0.221
C -0.5481 -1.8036 1.7577 -0.3787 0.0043 0.3148 -0.220
C -1.6628 -2.8057 1.4538 0.4085 -0.0432 -0.2249 -0.442
C -1.8791 -0.7269 -2.1580 0.0173 -0.1104 -0.2195 -0.671
C -1.0736 -3.9137 0.5779 -0.3274 -0.0320 0.1989 -0.070
H 2.3038 -3.5866 -0.6888 -0.1068 -0.0524 0.1384 0.233
H -0.8947 -0.3701 -2.4500 -0.0463 -0.0641 -0.1593 0.255
O 3.9026 0.4003 1.2451 -0.0632 0.0149 0.1303 -0.618

no.,DFT total energy (Ha)
1,-266.702792
2,-384.487994
3,-4441.058533
4,-1802.207384
5,-632.694554
6,-1850.988747